## P
Here is a 7-piece molecular cluster, H14O6S overall from the OMol25 dataset. Energies are from the ωB97M-V functional and the def2-TZVPD basis.

```
! RIJCOSX wB97M-V def2-TZVPD def2/J DEFGRID3
* xyz 0 1
O -1.226 1.169 -1.316
H -1.613 1.308 -0.501
H -1.958 0.708 -1.845
O 0.218 -1.105 -1.980
H -0.299 -0.344 -1.556
H 0.597 -1.717 -1.381
O 0.835 -0.292 2.496
H 0.741 -0.900 3.213
H 1.573 -0.763 2.065
O 4.960 -0.090 0.426
H 4.467 0.546 -0.152
H 5.110 0.535 1.191
O -2.397 -0.539 1.469
H -1.503 -0.775 1.607
H -2.813 -0.317 2.317
O 2.787 -1.980 -0.703
H 3.328 -1.170 -1.022
H 2.754 -2.426 -1.542
S -5.597 3.146 -1.072
H -4.455 2.902 -1.604
H -5.509 2.103 -0.109
*
```

Its SMILES is O.O.O.O.O.O.S. As for the frontier orbital gap: 10.1 eV. The value obtained for the HOMO energy is -0.3617 Eh.

## Q
Here is a 7-piece molecular cluster, H14O6S overall from the OMol25 dataset. Energies are from the ωB97M-V functional and the def2-TZVPD basis.

```
! RIJCOSX wB97M-V def2-TZVPD def2/J DEFGRID3
* xyz 0 1
O 0.279 0.194 -3.122
H 0.728 -0.550 -3.516
H 0.758 0.597 -2.394
O -1.558 -2.158 1.018
H -1.692 -1.974 0.084
H -0.707 -2.607 1.107
O -1.722 -0.041 -0.884
H -2.413 0.566 -1.162
H -1.337 -0.457 -1.670
O 0.994 -5.134 -1.130
H 0.436 -4.359 -1.264
H 1.748 -4.867 -1.675
O 0.752 0.503 0.177
H 0.445 0.150 1.035
H -0.093 0.615 -0.295
O 0.017 -0.509 2.739
H -0.017 0.393 3.075
H -0.854 -0.901 2.866
S 1.033 7.232 1.804
H 1.522 6.244 2.546
H 1.682 7.062 0.660
*
```

Its SMILES is O.O.O.O.O.O.S. As for the frontier orbital gap: 9.9 eV. The value obtained for the HOMO energy is -0.3597 Eh.

Most stable structure - Q; separation to the second - 0.689 eV.

## P
Here is C3H3F2IO as an isolated structure from the OMol25 dataset. Energies are from the ωB97M-V functional and the def2-TZVPD basis.

```
! RIJCOSX wB97M-V def2-TZVPD def2/J DEFGRID3
* xyz 0 1
C 1.401 -0.512 -0.515
C 0.512 0.038 0.590
C -1.240 0.471 -0.015
O 1.112 -0.802 -1.646
F -1.857 1.085 0.957
F -1.011 1.428 -1.013
I -2.378 -1.136 -0.597
H 2.424 -0.602 -0.114
H 0.232 -0.818 1.138
H 0.805 0.848 1.214
*
```

As for the frontier orbital gap: 10.2 eV. The value obtained for the HOMO energy is -0.3640 Eh.

## Q
Here is a 2-piece molecular cluster, C3H3F2IO overall from the OMol25 dataset. Energies are from the ωB97M-V functional and the def2-TZVPD basis.

```
! RIJCOSX wB97M-V def2-TZVPD def2/J DEFGRID3
* xyz 0 1
C 0.385 -0.159 -0.276
C 2.376 -1.658 -0.023
C -1.939 0.450 0.145
O -0.882 -0.408 -0.146
F 2.718 -0.832 0.957
F 3.009 -1.098 -1.018
I 1.030 1.803 0.039
H -1.849 0.849 1.071
H -2.821 -0.142 -0.195
H -2.027 1.195 -0.554
*
```

As for the frontier orbital gap: 8.7 eV. The value obtained for the HOMO energy is -0.3245 Eh.

Most stable structure - P; separation to the second - 3.712 eV.

## P
Here is H2LiO as an isolated structure from the OMol25 dataset. Energies are from the ωB97M-V functional and the def2-TZVPD basis.

```
! RIJCOSX wB97M-V def2-TZVPD def2/J DEFGRID3
* xyz 1 1
O 0.828 0.161 1.805
H 0.619 0.922 2.392
H 1.587 -0.288 2.242
Li -0.083 -0.017 -0.181
*
```

As for the frontier orbital gap: 12.5 eV. The value obtained for the HOMO energy is -0.6468 Eh.

## Q
Here is H2LiO as an isolated structure from the OMol25 dataset. Energies are from the ωB97M-V functional and the def2-TZVPD basis.

```
! RIJCOSX wB97M-V def2-TZVPD def2/J DEFGRID3
* xyz 1 1
O 0.249 0.079 -0.126
H 1.017 -0.268 -0.634
H 0.479 1.018 0.059
Li -1.745 -0.829 0.702
*
```

As for the frontier orbital gap: 12.1 eV. The value obtained for the HOMO energy is -0.6349 Eh.

Most stable structure - P; separation to the second - 0.131 eV.

## P
Here is a 4-piece molecular cluster, C4H16O4 overall from the OMol25 dataset. Energies are from the ωB97M-V functional and the def2-TZVPD basis.

```
! RIJCOSX wB97M-V def2-TZVPD def2/J DEFGRID3
* xyz 0 1
C 0.914 0.478 1.700
O 0.979 -0.630 0.822
H 0.075 1.127 1.439
H 0.804 0.123 2.722
H 1.832 1.072 1.661
H 1.466 -0.361 0.029
C -1.115 -3.094 1.812
O -0.730 -2.813 0.481
H -1.557 -2.216 2.314
H -1.859 -3.884 1.791
H -0.260 -3.397 2.431
H -0.099 -2.078 0.529
C -1.727 2.648 -0.475
O -1.891 4.075 -0.425
H -2.168 2.228 -1.379
H -0.660 2.465 -0.426
H -2.194 2.178 0.398
H -2.830 4.272 -0.381
C 1.703 -0.661 -2.677
O 1.821 0.341 -1.670
H 1.883 -0.252 -3.672
H 2.377 -1.500 -2.489
H 0.682 -1.039 -2.649
H 2.557 0.918 -1.888
*
```

Its SMILES is CO.CO.CO.CO. As for the frontier orbital gap: 10.0 eV. The value obtained for the HOMO energy is -0.3494 Eh.

## Q
Here is a 5-piece molecular cluster, C4H16O4 overall from the OMol25 dataset. Energies are from the ωB97M-V functional and the def2-TZVPD basis.

```
! RIJCOSX wB97M-V def2-TZVPD def2/J DEFGRID3
* xyz 0 1
C 2.059 -1.012 -1.503
C 0.826 -1.419 -1.770
C -0.384 -0.576 -1.370
C -1.572 -0.848 -2.303
H 2.910 -1.624 -1.779
H 2.273 -0.044 -1.073
H 0.576 -2.306 -2.340
H -0.723 -0.770 -0.351
H -0.004 0.442 -1.469
H -1.699 -1.930 -2.390
H -2.556 -0.694 -1.847
H -1.441 -0.296 -3.227
O 0.667 -1.636 2.422
H 0.890 -2.071 1.588
H 0.709 -0.710 2.139
O 0.309 3.356 0.549
H -0.534 3.333 0.073
H 0.526 4.285 0.375
O -2.612 -0.563 2.734
H -1.712 -0.897 2.768
H -2.690 0.301 3.140
O 1.367 1.519 2.020
H 1.885 1.844 1.282
H 0.929 2.316 2.333
*
```

Its SMILES is C=CCC.O.O.O.O. As for the frontier orbital gap: 9.9 eV. The value obtained for the HOMO energy is -0.3584 Eh.

Most stable structure - Q; separation to the second - 0.684 eV.

## P
Here is the molecule C16H18N4O3S from the OMol25 dataset. Energies are from the ωB97M-V functional and the def2-TZVPD basis.

```
! RIJCOSX wB97M-V def2-TZVPD def2/J DEFGRID3
* xyz 0 1
C 3.367 1.389 -7.891
C 2.607 1.012 -6.676
C 2.915 1.050 -5.346
C 1.744 0.546 -4.720
C 1.539 0.376 -3.309
N 2.397 0.662 -2.376
N 1.819 0.355 -1.205
C 0.636 -0.105 -1.470
C -0.389 -0.528 -0.491
C -1.159 0.701 0.027
C -2.013 0.289 1.217
O -3.150 -0.114 1.058
N -1.432 0.361 2.436
C -0.093 0.848 2.679
C -2.229 -0.031 3.602
C -2.431 1.138 4.561
C -1.613 -1.228 4.255
C -1.648 -2.510 3.798
C -0.932 -3.413 4.615
C -0.359 -2.806 5.683
S -0.677 -1.118 5.713
O 0.392 -0.117 -2.794
N 0.834 0.242 -5.618
O 1.361 0.527 -6.822
H 2.822 2.147 -8.452
H 4.341 1.776 -7.611
H 3.493 0.522 -8.537
H 3.810 1.375 -4.862
H 0.113 -1.035 0.335
H -1.086 -1.220 -0.965
H -0.466 1.501 0.283
H -1.835 1.054 -0.754
H 0.620 0.443 1.963
H -0.053 1.941 2.637
H 0.216 0.531 3.673
H -3.200 -0.328 3.185
H -3.106 0.840 5.359
H -2.869 1.979 4.029
H -1.490 1.453 5.006
H -2.178 -2.796 2.907
H -0.855 -4.467 4.415
H 0.234 -3.240 6.463
*
```

Its SMILES is Cc1cc(-c2nnc(CCC(=O)N(C)[C@H](C)c3cccs3)o2)no1. As for the frontier orbital gap: 9.4 eV. The value obtained for the HOMO energy is -0.3246 Eh.

## Q
Here is C16H18N4O3S as an isolated structure from the OMol25 dataset. Energies are from the ωB97M-V functional and the def2-TZVPD basis.

```
! RIJCOSX wB97M-V def2-TZVPD def2/J DEFGRID3
* xyz 0 1
C -4.495 -2.325 -0.610
H -4.439 -1.556 -1.455
H -5.365 -2.308 -0.251
H -4.281 -3.301 -1.221
C -3.450 -2.215 0.204
C -2.123 -2.060 -0.192
C -1.950 -0.868 -0.950
H -0.847 -0.684 -1.587
H -2.567 -0.754 -2.086
C -2.129 0.507 -0.352
N -2.077 1.913 -1.179
C -1.035 2.554 -1.015
O -0.473 3.237 -1.600
N -0.380 2.010 0.311
C -1.076 0.780 0.555
O -0.866 0.125 1.793
C 0.932 2.133 0.821
C 1.866 1.287 0.310
N 1.788 0.510 -0.696
N 2.823 -0.179 -0.726
C 3.694 0.355 -0.187
C 5.007 0.135 0.170
C 6.062 0.764 0.859
C 7.277 0.123 0.832
C 7.343 -0.788 -0.473
S 5.883 -1.230 -0.925
H 8.187 -1.753 -0.528
H 8.249 0.569 1.159
H 5.762 1.439 1.565
O 3.228 1.340 0.691
H 0.913 2.375 1.813
H 1.081 3.286 0.296
H -2.485 1.858 -2.045
C -3.591 0.372 0.254
C -3.782 -0.815 1.139
H -3.013 -0.493 2.012
H -4.738 -0.757 1.363
H -3.729 1.414 1.149
H -4.319 0.557 -0.517
H -1.458 -1.818 0.666
H -1.793 -2.944 -0.678
H -3.632 -2.794 1.312
*
```

As for the frontier orbital gap: 7.7 eV. The value obtained for the HOMO energy is -0.2961 Eh.

Most stable structure - P; separation to the second - 13.130 eV.

## P
Here is a 10-piece molecular cluster, C20H60O20 overall from the OMol25 dataset. Energies are from the ωB97M-V functional and the def2-TZVPD basis.

```
! RIJCOSX wB97M-V def2-TZVPD def2/J DEFGRID3
* xyz 0 1
O -5.365 -11.388 -12.064
C -4.413 -12.274 -12.617
C -3.746 -11.625 -13.826
O -4.713 -11.521 -14.895
H -6.163 -11.532 -12.553
H -3.608 -12.558 -11.963
H -4.900 -13.177 -12.832
H -2.860 -12.187 -14.134
H -3.445 -10.616 -13.530
H -5.550 -11.086 -14.600
O 2.668 -15.165 -16.510
C 2.724 -14.104 -15.517
C 1.322 -14.106 -14.876
O 1.186 -12.961 -14.094
H 3.556 -15.418 -16.774
H 3.532 -14.296 -14.833
H 2.888 -13.074 -15.911
H 1.173 -14.965 -14.250
H 0.689 -14.144 -15.788
H 0.437 -13.150 -13.561
O -7.962 -12.330 -13.307
C -8.706 -11.253 -13.886
C -8.345 -9.891 -13.280
O -6.988 -9.557 -13.502
H -7.625 -12.954 -14.007
H -8.558 -11.135 -14.959
H -9.749 -11.444 -13.751
H -8.595 -9.931 -12.239
H -8.917 -9.086 -13.742
H -6.431 -9.682 -12.689
O -2.380 -18.650 -14.037
C -1.124 -19.159 -13.823
C -0.358 -18.509 -12.671
O -0.136 -17.103 -12.940
H -2.289 -17.905 -14.681
H -1.136 -20.195 -13.459
H -0.544 -19.099 -14.754
H 0.669 -19.027 -12.697
H -0.806 -18.674 -11.639
H -0.771 -16.824 -13.621
O -4.810 -13.139 -17.185
C -5.089 -12.270 -18.279
C -6.212 -12.908 -19.132
O -7.540 -12.784 -18.640
H -4.852 -12.607 -16.362
H -5.350 -11.269 -17.929
H -4.217 -12.193 -18.879
H -5.935 -13.977 -19.406
H -6.212 -12.415 -20.116
H -7.506 -12.984 -17.658
O -3.587 -16.098 -10.789
C -4.513 -16.689 -9.866
C -5.753 -17.129 -10.667
O -6.704 -16.069 -10.881
H -2.736 -15.946 -10.372
H -3.999 -17.566 -9.502
H -4.779 -15.961 -9.086
H -6.291 -17.846 -10.081
H -5.411 -17.620 -11.605
H -6.322 -15.222 -10.803
O -6.565 -14.155 -15.165
C -7.259 -15.370 -15.237
C -8.803 -15.145 -15.302
O -9.122 -14.447 -16.422
H -6.138 -13.957 -16.051
H -6.997 -15.898 -16.170
H -6.998 -15.976 -14.334
H -9.047 -14.642 -14.369
H -9.308 -16.111 -15.222
H -10.087 -14.340 -16.528
O -0.546 -15.880 -10.527
C 0.243 -14.674 -10.489
C -0.552 -13.475 -10.944
O -0.973 -13.467 -12.295
H -0.363 -16.323 -11.381
H 0.366 -14.549 -9.429
H 1.211 -14.803 -10.970
H 0.185 -12.688 -10.830
H -1.421 -13.388 -10.304
H -1.576 -14.143 -12.517
O 2.754 -17.463 -18.607
C 1.926 -18.280 -17.847
C 0.458 -17.953 -18.000
O 0.170 -16.612 -17.564
H 2.312 -17.329 -19.461
H 2.120 -19.323 -18.144
H 2.141 -18.099 -16.820
H -0.200 -18.567 -17.409
H 0.092 -18.136 -19.059
H 1.014 -16.100 -17.553
O -2.883 -15.120 -13.312
C -3.514 -15.326 -14.590
C -2.389 -15.272 -15.603
O -1.573 -16.459 -15.499
H -3.352 -15.669 -12.701
H -3.977 -16.334 -14.622
H -4.233 -14.574 -14.675
H -1.703 -14.479 -15.257
H -2.688 -15.102 -16.628
H -0.894 -16.383 -16.189
*
```

Its SMILES is OCCO.OCCO.OCCO.OCCO.OCCO.OCCO.OCCO.OCCO.OCCO.OCCO. As for the frontier orbital gap: 10.3 eV. The value obtained for the HOMO energy is -0.3587 Eh.

## Q
Here is a 10-piece molecular cluster, C20H60O20 overall from the OMol25 dataset. Energies are from the ωB97M-V functional and the def2-TZVPD basis.

```
! RIJCOSX wB97M-V def2-TZVPD def2/J DEFGRID3
* xyz 0 1
O 11.884 9.245 14.791
C 12.955 10.144 15.212
C 14.295 9.452 15.072
O 14.393 8.419 16.102
H 11.905 8.437 15.337
H 12.936 11.103 14.711
H 12.847 10.546 16.258
H 15.057 10.281 15.261
H 14.381 9.003 14.115
H 15.311 8.250 16.322
O 12.506 6.407 16.915
C 12.534 5.275 16.053
C 12.387 5.828 14.592
O 11.011 6.311 14.481
H 13.362 6.724 17.032
H 13.493 4.861 15.999
H 11.658 4.715 16.154
H 12.523 4.928 13.966
H 13.121 6.613 14.291
H 10.893 6.794 13.660
O 9.108 9.763 14.575
C 9.231 11.116 13.999
C 8.030 11.443 13.035
O 8.305 10.805 11.812
H 9.989 9.541 14.790
H 9.240 11.780 14.844
H 10.106 11.219 13.240
H 8.043 12.473 12.789
H 7.054 11.210 13.477
H 8.024 9.831 11.904
O 9.439 2.696 15.420
C 9.594 2.801 14.006
C 8.327 3.209 13.343
O 7.469 3.932 14.213
H 9.211 3.613 15.790
H 10.430 3.546 13.804
H 9.936 1.823 13.693
H 7.785 2.398 12.886
H 8.605 3.938 12.526
H 7.310 3.367 14.969
O 12.649 6.338 19.567
C 12.491 7.521 20.345
C 12.944 8.722 19.567
O 12.068 9.109 18.508
H 12.033 6.369 18.809
H 11.493 7.663 20.632
H 13.167 7.371 21.211
H 13.909 8.502 19.065
H 13.089 9.644 20.183
H 12.114 8.457 17.812
O 12.853 3.609 19.868
C 11.778 2.679 19.523
C 11.620 2.545 17.994
O 10.716 1.537 17.752
H 12.485 4.464 20.142
H 12.051 1.629 19.786
H 10.901 2.993 20.103
H 12.609 2.391 17.592
H 11.164 3.548 17.710
H 10.374 1.696 16.834
O 7.520 8.008 12.839
C 8.158 6.768 12.614
C 9.373 6.978 11.722
O 10.350 7.922 12.155
H 7.810 8.347 13.685
H 8.526 6.371 13.621
H 7.510 5.984 12.115
H 8.936 7.236 10.718
H 9.952 6.054 11.633
H 9.836 8.699 12.389
O 9.605 7.615 18.482
C 9.152 7.576 17.161
C 8.277 6.395 17.072
O 9.033 5.170 17.291
H 9.990 8.485 18.655
H 8.501 8.400 16.871
H 9.932 7.562 16.464
H 7.850 6.324 16.030
H 7.515 6.482 17.856
H 9.395 5.348 18.199
O 15.987 3.915 12.318
C 15.743 2.665 11.590
C 14.590 1.791 12.049
O 14.812 1.236 13.337
H 16.084 3.654 13.245
H 15.481 3.036 10.564
H 16.607 1.936 11.486
H 14.499 1.023 11.276
H 13.690 2.382 12.121
H 15.529 0.562 13.295
O 15.425 4.339 19.836
C 15.759 4.015 18.460
C 16.322 5.302 17.956
O 15.364 6.347 18.037
H 14.560 3.973 20.026
H 16.415 3.207 18.386
H 14.897 3.714 17.798
H 16.547 5.117 16.848
H 17.208 5.552 18.539
H 14.831 6.334 18.831
*
```

Its SMILES is OCCO.OCCO.OCCO.OCCO.OCCO.OCCO.OCCO.OCCO.OCCO.OCCO. As for the frontier orbital gap: 10.3 eV. The value obtained for the HOMO energy is -0.3641 Eh.

Most stable structure - P; separation to the second - 1.268 eV.

## P
Here is the molecule C2H4OS3 from the OMol25 dataset. Energies are from the ωB97M-V functional and the def2-TZVPD basis.

```
! RIJCOSX wB97M-V def2-TZVPD def2/J DEFGRID3
* xyz 0 1
O 0.879 -2.024 0.013
C 0.393 -1.218 -0.697
C 0.005 0.334 0.142
S 0.024 0.114 1.982
S 1.354 1.433 -0.297
S -1.638 1.052 -0.517
H 0.224 -1.062 -1.682
H 0.709 -1.084 1.941
H 0.438 2.207 -0.999
H -2.387 0.248 0.113
*
```

Its SMILES is O=CC(S)(S)S. As for the frontier orbital gap: 9.4 eV. The value obtained for the HOMO energy is -0.3326 Eh.

## Q
Here is a 2-piece molecular cluster, C2H4OS3 overall from the OMol25 dataset. Energies are from the ωB97M-V functional and the def2-TZVPD basis.

```
! RIJCOSX wB97M-V def2-TZVPD def2/J DEFGRID3
* xyz 0 1
O -2.482 -0.660 -0.765
C -1.881 0.094 0.157
S -0.842 -0.485 1.245
H -3.063 -0.113 -1.312
H -2.154 1.154 0.115
S 2.701 -1.619 0.078
C 1.679 -0.365 0.103
S 2.055 1.327 0.141
H 0.597 -0.514 0.098
H 3.390 1.183 0.140
*
```

Its SMILES is OC=S.S=CS. As for the frontier orbital gap: 8.0 eV. The value obtained for the HOMO energy is -0.3096 Eh.

## R
Here is C2H4OS3 as an isolated structure from the OMol25 dataset. Energies are from the ωB97M-V functional and the def2-TZVPD basis.

```
! RIJCOSX wB97M-V def2-TZVPD def2/J DEFGRID3
* xyz 0 1
C -0.389 0.502 0.409
C 1.544 0.139 0.260
O -0.471 -1.318 -1.571
S -3.028 0.131 -1.241
S -1.199 -0.915 1.342
S -1.310 -0.522 -0.711
H -0.525 1.511 0.780
H 1.617 -0.931 0.299
H 1.886 0.817 1.000
H 1.876 0.586 -0.568
*
```

As for the frontier orbital gap: 8.7 eV. The value obtained for the HOMO energy is -0.3361 Eh.

Most stable structure - Q; separation to the second - 0.069 eV.